{
  "formula": "C47H116N17O14P5",
  "method": "wB97M-V/def2-TZVPD",
  "smiles": "CN(C)P(=O)(N(C)C)N(C)C.CN(C)P(=O)(N(C)C)N(C)C.CN(C)P(=O)(N(C)C)N(C)C.CN(C)P(=O)(N(C)C)N(C)C.CN(C)P(=O)(N(C)C)N(C)C.O=C1OCCO1.O=C1OCCO1.O=C1OCCO1.CCCC#N.CCCC#N",
  "orbital_gap_ev": 8.43,
  "fmax_ha_per_bohr": 0.112,
  "e_homo_ha": -0.3033,
  "species": ["C", "C", "O", "C", "O", "O", "H", "H", "H", "H", "C", "C", "O", "C", "O", "O", "H", "H", "H", "H", "C", "C", "O", "C", "O", "O", "H", "H", "H", "H", "C", "C", "C", "C", "N", "H", "H", "H", "H", "H", "H", "H", "C", "C", "C", "C", "N", "H", "H", "H", "H", "H", "H", "H", "O", "P", "N", "C", "C", "N", "C", "C", "N", "C", "C", "H", "H", "H", "H", "H", "H", "H", "H", "H", "H", "H", "H", "H", "H", "H", "H", "H", "H", "O", "P", "N", "C", "C", "N", "C", "C", "N", "C", "C", "H", "H", "H", "H", "H", "H", "H", "H", "H", "H", "H", "H", "H", "H", "H", "H", "H", "H", "O", "P", "N", "C", "C", "N", "C", "C", "N", "C", "C", "H", "H", "H", "H", "H", "H", "H", "H", "H", "H", "H", "H", "H", "H", "H", "H", "H", "H", "O", "P", "N", "C", "C", "N", "C", "C", "N", "C", "C", "H", "H", "H", "H", "H", "H", "H", "H", "H", "H", "H", "H", "H", "H", "H", "H", "H", "H", "O", "P", "N", "C", "C", "N", "C", "C", "N", "C", "C", "H", "H", "H", "H", "H", "H", "H", "H", "H", "H", "H", "H", "H", "H", "H", "H", "H", "H"],
  "xyz": [[0.215121, 5.874252, -4.512980], [1.162342, 5.434135, -5.562408], [1.226786, 4.068038, -5.442211], [0.955278, 3.673309, -4.156719], [1.049696, 2.535223, -3.625545], [0.370002, 4.804903, -3.596346], [-0.824201, 6.121606, -4.729169], [0.608804, 6.779031, -4.049855], [2.186102, 5.783956, -5.429534], [0.951429, 5.763367, -6.579857], [2.219244, 3.733850, 5.765828], [1.194062, 4.187729, 4.647484], [1.059861, 5.566684, 5.075996], [2.091742, 5.976230, 5.765893], [2.166109, 7.164942, 6.162621], [2.910435, 4.911171, 5.967759], [2.836214, 2.866592, 5.530659], [1.781735, 3.402885, 6.707711], [0.241655, 3.671009, 4.765905], [1.595978, 3.988501, 3.654075], [-0.784106, 0.556982, -0.168498], [0.619980, 0.992862, -0.535391], [1.171303, 1.192584, 0.714309], [0.132822, 1.365475, 1.594386], [0.263643, 1.963224, 2.630720], [-0.999218, 0.890274, 1.160648], [-0.764182, -0.529499, -0.253698], [-1.588434, 0.954904, -0.787225], [0.507210, 1.891647, -1.141659], [1.139790, 0.194298, -1.064732], [-2.927331, 1.230895, -4.665634], [-2.716613, 2.745978, -4.859657], [-2.022039, 3.249627, -6.154924], [-2.711492, 2.916508, -7.320022], [-3.248217, 2.626747, -8.325391], [-3.372756, 1.089883, -3.680847], [-1.923853, 0.805310, -4.666310], [-3.553322, 0.647944, -5.341209], [-2.139379, 3.075183, -3.995641], [-3.652437, 3.250640, -4.619561], [-0.971185, 2.990709, -6.284430], [-1.951242, 4.313823, -5.930031], [-3.061092, -5.735572, 1.270372], [-2.211701, -4.535204, 1.782306], [-2.697034, -3.916805, 3.062763], [-2.088083, -2.697914, 3.625168], [-1.558531, -1.705798, 4.030971], [-2.612495, -6.066267, 0.333621], [-4.130311, -5.531619, 1.327687], [-2.899931, -6.595042, 1.921098], [-2.394074, -3.754831, 1.043474], [-1.152276, -4.749679, 1.922710], [-2.590092, -4.525862, 3.960382], [-3.770563, -3.735493, 3.010242], [6.259181, -4.783962, -3.205782], [4.870169, -5.244727, -2.998488], [3.776612, -4.612367, -4.150038], [4.380022, -4.040242, -5.323251], [2.386952, -4.939935, -4.313147], [4.009776, -4.890283, -1.511476], [4.790521, -4.180252, -0.417648], [2.649561, -5.326851, -1.147987], [4.703066, -6.948940, -3.118522], [4.807783, -7.898718, -1.932721], [4.860189, -7.760896, -4.401129], [3.646007, -3.392408, -5.802442], [4.563324, -4.849040, -6.030603], [5.305541, -3.490045, -5.153531], [1.744502, -4.330399, -3.677675], [2.199682, -5.910777, -3.854368], [2.113259, -4.860539, -5.365237], [5.748379, -4.654303, -0.203419], [5.056732, -3.180087, -0.759563], [4.339880, -4.063146, 0.567898], [1.918148, -4.550923, -1.373963], [2.389610, -6.232328, -1.696297], [2.737512, -5.376351, -0.062674], [5.112899, -7.239140, -1.120347], [3.924718, -8.485121, -1.678856], [5.559162, -8.688360, -1.932018], [5.721825, -8.424164, -4.325275], [4.785399, -6.987562, -5.165637], [3.983373, -8.396495, -4.524832], [5.728346, -0.977803, 2.611365], [5.485168, -1.789570, 3.869122], [3.870764, -1.739406, 4.362837], [2.931289, -2.110505, 3.318251], [3.296247, -0.750322, 5.311697], [6.238583, -1.218365, 5.238471], [6.659022, -2.070459, 6.386363], [6.464868, 0.176192, 5.441157], [5.880998, -3.442990, 3.833620], [5.181319, -4.522422, 4.533804], [7.225441, -3.699674, 3.192171], [2.315124, -1.256970, 3.035528], [2.324785, -2.912717, 3.738607], [3.464250, -2.636353, 2.526079], [2.250111, -0.900664, 5.578330], [3.505452, 0.269927, 4.990108], [3.843282, -0.867076, 6.247234], [5.898173, -2.618783, 6.941835], [7.373203, -2.788827, 5.983888], [7.167346, -1.487987, 7.154761], [6.299877, 0.842900, 4.594771], [5.957391, 0.638668, 6.287726], [7.529679, 0.186197, 5.673925], [5.756209, -5.107666, 5.251505], [4.183436, -4.292273, 4.907118], [4.929622, -5.309528, 3.823028], [7.541032, -3.113822, 2.328874], [7.287247, -4.762030, 2.956177], [7.916820, -3.557265, 4.022722], [-7.052958, -5.523242, -0.079175], [-7.819250, -4.288537, -0.170168], [-6.828899, -2.869441, -0.367299], [-6.859488, -1.943026, -1.626234], [-5.526762, -2.836392, 0.247780], [-8.884833, -3.907452, 1.106873], [-8.471314, -3.092062, 2.252861], [-9.867968, -4.956525, 1.556294], [-8.774497, -4.124714, -1.627051], [-10.017815, -3.270144, -1.860151], [-8.442279, -5.002196, -2.779462], [-6.000767, -2.222051, -2.236836], [-6.664679, -0.943110, -1.238515], [-7.807523, -1.908891, -2.163050], [-5.067237, -1.884433, -0.018108], [-4.914115, -3.656372, -0.126928], [-5.508664, -2.855831, 1.337460], [-8.332769, -2.017325, 2.135157], [-9.210772, -3.283800, 3.030373], [-7.478250, -3.363681, 2.610824], [-10.589998, -4.508659, 2.239066], [-10.442878, -5.340254, 0.713474], [-9.323500, -5.777146, 2.023440], [-10.896912, -3.914566, -1.855752], [-10.023117, -2.469292, -1.120761], [-9.941084, -2.800540, -2.840801], [-8.563267, -4.526438, -3.752660], [-9.029990, -5.919758, -2.807413], [-7.406791, -5.339024, -2.828652], [-5.391664, 1.232140, -1.518368], [-5.571090, 2.205346, -0.404894], [-6.909153, 3.319387, -0.522539], [-7.249286, 4.377308, 0.412771], [-7.450291, 3.492516, -1.928312], [-4.136865, 3.276199, -0.246349], [-3.821848, 4.152933, 0.870406], [-3.568248, 3.757405, -1.535377], [-5.721476, 1.401506, 1.104671], [-7.029197, 1.235608, 1.724905], [-4.808063, 0.319407, 1.482529], [-6.876747, 4.176183, 1.417189], [-8.313797, 4.502982, 0.610563], [-6.699722, 5.233372, 0.021317], [-7.934019, 2.571143, -2.252617], [-6.687160, 3.724420, -2.671239], [-8.144435, 4.315008, -2.100865], [-2.781694, 4.473279, 0.930045], [-4.618847, 4.892320, 0.791609], [-4.113326, 3.692891, 1.814597], [-2.482005, 3.824952, -1.475169], [-3.940365, 3.263604, -2.433027], [-3.861054, 4.802209, -1.639077], [-7.675119, 0.628357, 1.090772], [-6.987423, 0.700462, 2.673582], [-7.596604, 2.125879, 1.996145], [-4.072028, 0.864785, 2.073238], [-4.201053, -0.034717, 0.649318], [-5.309262, -0.458492, 2.058502], [4.503490, 7.339603, 0.758256], [5.164682, 6.286825, -0.033731], [6.877757, 6.233467, 0.140288], [7.405648, 7.077784, 1.123139], [7.843093, 5.692309, -0.788248], [4.888309, 6.286432, -1.723204], [5.533239, 7.392132, -2.499755], [3.726079, 5.700170, -2.447676], [4.687443, 4.788345, 0.454921], [4.042907, 4.677491, 1.739004], [5.451681, 3.644969, 0.044920], [6.841999, 7.916841, 1.531034], [8.390081, 7.419955, 0.803913], [7.529533, 6.508174, 2.044177], [8.188953, 6.403385, -1.538478], [7.440903, 4.838428, -1.333447], [8.700002, 5.219377, -0.308523], [5.884558, 8.151560, -1.801221], [6.268736, 6.816423, -3.061631], [4.844324, 7.883390, -3.186895], [2.837149, 6.300007, -2.252521], [3.905606, 5.791218, -3.518932], [3.751953, 4.615850, -2.339604], [3.132039, 5.275211, 1.772866], [3.658872, 3.674877, 1.927084], [4.810010, 5.026057, 2.430504], [4.823751, 2.756656, -0.023724], [6.273203, 3.514266, 0.749280], [6.104198, 3.629939, -0.828058]],
  "atomic_forces_ev_per_a": [[0.729, 0.977, 1.045], [1.042, 1.642, -1.718], [0.375, -3.643, 0.415], [-1.294, -1.508, 0.856], [-0.155, 5.224, -2.475], [-0.074, -1.859, 1.591], [-0.103, -0.759, -0.365], [-0.018, -0.012, 0.230], [0.006, 0.455, 0.559], [-0.536, -0.496, -0.066], [-1.582, -1.304, -0.999], [0.670, -1.087, 2.389], [-1.601, -0.660, -1.972], [0.134, 3.640, 1.461], [0.716, -4.611, -1.143], [1.866, 1.980, 1.015], [0.503, 0.548, -0.662], [-0.691, 0.375, 0.083], [0.032, 0.313, -0.181], [-0.068, 0.768, -0.052], [-0.804, -2.284, -2.102], [-1.299, -0.099, -1.382], [0.096, 0.591, 1.551], [1.929, 1.926, 2.195], [0.112, -0.685, -0.392], [-0.543, 0.202, 0.094], [-0.629, -0.208, 0.078], [0.118, 0.083, 0.013], [0.881, 0.235, 0.053], [0.121, 0.328, -0.082], [0.647, 0.303, 0.286], [-0.197, -0.924, 0.549], [0.636, 0.787, 2.991], [-2.548, -0.924, -4.860], [1.383, 0.734, 2.810], [0.095, -0.078, 0.145], [-0.057, -0.436, 0.075], [0.019, 0.564, -0.443], [0.597, -0.067, -0.137], [-0.273, 0.270, -0.950], [0.008, -0.661, 0.345], [-0.293, 0.395, -0.842], [1.412, -0.093, 1.530], [-0.529, 0.321, -0.506], [-0.926, 0.179, 2.089], [2.518, 4.414, 0.354], [-2.267, -4.239, -1.547], [-0.759, 0.285, -0.354], [0.080, 0.091, -0.742], [-0.042, -0.089, 0.279], [0.718, 0.119, -0.280], [0.007, -0.145, -0.581], [-0.099, -0.982, -0.216], [-0.153, 0.135, -0.086], [-0.858, 0.409, 0.565], [-2.626, -1.142, 0.651], [1.978, 0.083, 0.797], [-0.125, -0.016, -0.929], [-0.104, -0.487, 1.357], [2.326, 0.126, 0.124], [0.499, 0.030, -1.341], [1.327, 0.834, -0.267], [-0.097, -2.698, 0.437], [0.312, 1.919, 0.039], [-1.197, 1.963, 1.578], [0.139, 0.297, 0.033], [0.367, 0.049, -0.512], [-0.172, -0.152, 0.237], [-0.124, 0.708, -0.378], [-0.059, -0.564, -0.750], [-0.200, -0.316, 0.201], [0.052, -0.351, -0.244], [-0.127, 0.126, 0.076], [-0.820, -0.314, -0.353], [-0.187, 0.063, -0.101], [-0.058, -0.187, 0.544], [-0.743, -0.829, -0.026], [-0.410, -0.336, 0.477], [-0.649, 0.600, -0.225], [0.643, 0.323, -0.990], [0.325, 0.546, -0.472], [0.762, -0.580, -0.584], [-0.160, -0.070, 0.113], [0.167, -1.668, 1.970], [-0.846, 0.760, 0.173], [-0.394, 0.030, -0.233], [0.010, -1.020, 0.711], [1.891, -0.521, 0.338], [-0.501, -0.806, 0.481], [0.288, 0.014, -1.003], [1.372, 0.841, 0.322], [-0.119, 1.661, -1.176], [-0.070, -0.859, -1.227], [-0.715, -0.985, 1.843], [0.063, -0.185, -0.546], [-0.749, 0.127, -0.018], [-0.063, 0.643, -0.495], [-0.022, -0.233, -0.650], [-0.452, 0.194, -0.221], [0.015, 0.060, 0.162], [-0.542, 0.067, -0.425], [0.049, -0.220, 0.331], [0.090, 0.332, -0.342], [-0.103, -0.567, -0.318], [-0.397, -0.298, 0.235], [0.253, 0.928, 0.073], [0.346, 0.690, 0.567], [0.450, 0.790, 0.340], [0.091, -0.116, -0.605], [-0.741, 0.270, 0.185], [-0.131, -0.006, -0.261], [0.682, 0.098, -0.299], [0.349, -0.956, 0.254], [-1.361, 3.926, -2.343], [-1.754, -0.061, -0.703], [0.285, -0.840, 2.182], [0.426, 0.131, -0.314], [-0.546, -0.175, -0.388], [0.775, -0.213, 0.146], [0.866, 0.432, -0.908], [-0.180, -0.504, 0.252], [1.986, -1.093, 0.565], [0.124, -0.107, 0.310], [-0.258, -0.049, -0.393], [0.035, 0.064, -0.107], [0.259, -0.483, 0.168], [0.157, -0.162, -0.060], [0.345, -0.073, 0.066], [-0.361, -0.213, 0.177], [-0.664, 0.120, -0.777], [0.315, 0.281, 0.132], [0.055, -0.540, 0.391], [0.192, 0.007, 0.020], [0.205, -0.029, -0.144], [-0.226, -0.138, 0.195], [-0.204, 0.254, 0.237], [-0.354, -0.272, 0.137], [0.113, -0.064, -0.109], [-0.388, 0.545, 0.155], [-0.286, -0.043, 0.122], [0.142, 0.181, 0.685], [-0.330, 1.292, 0.213], [1.034, 1.478, 1.611], [-0.198, -2.061, -1.470], [1.290, -0.276, 0.193], [0.523, -0.550, 0.308], [-0.316, -2.966, -1.537], [-2.266, -0.622, 0.183], [-0.699, 0.789, 1.121], [-1.109, 1.233, -0.792], [-0.942, -0.258, -0.099], [1.445, 1.711, -0.069], [0.458, -0.195, -0.082], [-0.138, 0.176, -0.779], [-0.723, 0.820, 0.480], [-0.013, 0.046, 0.035], [0.504, -0.226, 0.156], [-0.224, 0.031, 1.010], [-0.229, 0.166, -0.332], [0.905, 1.414, 0.239], [0.439, -0.520, 0.065], [0.180, -0.571, -0.162], [0.188, -0.474, 0.442], [-0.208, 0.422, -0.207], [-0.289, -0.083, -0.117], [0.588, -0.054, 0.000], [0.383, 0.391, -0.433], [0.297, -0.740, 0.716], [-0.506, -0.380, -0.211], [0.140, 0.065, -0.339], [0.485, 0.067, -0.076], [0.345, -0.763, -1.486], [-2.349, 0.230, -1.734], [1.533, 0.608, 2.372], [-0.379, -0.850, -0.620], [-0.109, 0.472, 0.183], [-0.414, -1.401, 0.781], [1.569, 0.359, 0.295], [-0.981, 0.075, -2.113], [-0.169, 0.251, 0.100], [1.024, -1.011, 0.620], [-0.514, 0.148, -1.033], [0.052, 0.272, 0.154], [0.608, -0.253, 0.325], [0.173, 0.270, 0.061], [-0.317, 0.319, -0.181], [0.134, 0.455, 0.511], [0.549, -0.089, -0.287], [0.617, 1.045, -0.301], [-0.193, -0.107, 0.102], [-0.472, -0.728, 0.316], [0.335, 0.346, -0.163], [-0.906, 0.090, 0.724], [0.351, 0.491, 0.088], [0.634, -0.286, -0.014], [-0.615, -0.313, 1.026], [0.069, -0.054, 0.244], [-0.118, -0.638, 0.839], [-1.020, 0.924, -0.738]],
  "lowdin_charge": [-0.1295, -0.1728, 0.0400, -0.4272, 0.0990, 0.0222, 0.1294, 0.1315, 0.1278, 0.1438, -0.1342, -0.0568, 0.0655, -0.5309, 0.0939, 0.0498, 0.1183, 0.1265, 0.1221, 0.1035, -0.1387, -0.1455, 0.0710, -0.5652, 0.1381, 0.0985, 0.1296, 0.1330, 0.1171, 0.1416, -0.0811, -0.2395, -0.1933, -0.2397, 0.1511, 0.0536, 0.0734, 0.0751, 0.0811, 0.0998, 0.1190, 0.1090, -0.0842, -0.2473, -0.2256, -0.2042, 0.1269, 0.0753, 0.0639, 0.0674, 0.0988, 0.1118, 0.1200, 0.1066, -0.2847, 0.5934, -0.3211, -0.1405, -0.1188, -0.2918, -0.0947, -0.1143, -0.2889, -0.1134, -0.0752, 0.0797, 0.0699, 0.0784, 0.0688, 0.0631, 0.0871, 0.0645, 0.0756, 0.0570, 0.0658, 0.0641, 0.0724, 0.0619, 0.0690, 0.0681, 0.0753, 0.0587, 0.0708, -0.3140, 0.5439, -0.3088, -0.1270, -0.0852, -0.3135, -0.0787, -0.1462, -0.2904, -0.1240, -0.0779, 0.0829, 0.0719, 0.0582, 0.0878, 0.0693, 0.0648, 0.0763, 0.0610, 0.0803, 0.0840, 0.0763, 0.0810, 0.0758, 0.0736, 0.0679, 0.0803, 0.0749, 0.0590, -0.2851, 0.5732, -0.2689, -0.0377, -0.1612, -0.2981, -0.1233, -0.0952, -0.3053, -0.0941, -0.1306, 0.0816, 0.0434, 0.0569, 0.0548, 0.0717, 0.0587, 0.0640, 0.0730, 0.0642, 0.0737, 0.0721, 0.0806, 0.0702, 0.0698, 0.0656, 0.0712, 0.0717, 0.0708, -0.3054, 0.6610, -0.2941, -0.1370, -0.0945, -0.3011, -0.1203, -0.1219, -0.2930, -0.1306, -0.1016, 0.0668, 0.0865, 0.0791, 0.0720, 0.0617, 0.0776, 0.0908, 0.0548, 0.0722, 0.0734, 0.0442, 0.0738, 0.0769, 0.0785, 0.0630, 0.0796, 0.0651, 0.0767, -0.2791, 0.5479, -0.2943, -0.1593, -0.1287, -0.2984, -0.1011, -0.0949, -0.3235, -0.1064, -0.1302, 0.0798, 0.0829, 0.0800, 0.0766, 0.0566, 0.0901, 0.0788, 0.0749, 0.0730, 0.0834, 0.0612, 0.0787, 0.0803, 0.0831, 0.0898, 0.0889, 0.0856, 0.0592]
}